Here is a cluster of 4 separate species, C35H70F3N3O11P2 in total from the Open Molecules 2025 dataset. Energies are from ωB97M-V/def2-TZVPD.

Results
F_max in hartree/bohr: 0.089
Orbital gap in Ha: 0.2948
Molecular weight in u: 827.90

Each line ends with the Mulliken charge.
Positions of all 124 atoms, in Å:
C (0.78914, -4.83057, 0.64885)  -1.157
C (-0.50434, -4.21243, -0.02262)  -0.734
C (-0.39516, -2.63769, 0.16639)  0.236
C (-1.66790, -1.96946, -0.44859)  -1.908
C (-1.55177, -0.59976, -1.23366)  1.461
C (-2.78930, -0.75220, -2.25391)  -1.336
C (-2.43580, -1.64817, -3.52477)  -0.918
C (-3.76034, -2.17173, -4.17795)  0.891
F (-3.54986, -2.59795, -5.45255)  -0.285
F (-4.75825, -1.23921, -4.13729)  -0.279
F (-4.13516, -3.29080, -3.45403)  -0.242
C (-0.21591, -0.30652, -1.98004)  0.344
C (0.55270, -1.47290, -2.70829)  -0.429
C (2.11676, -1.18344, -2.66480)  -1.224
C (2.89692, -1.96222, -1.53594)  -0.209
C (3.39990, -0.92616, -0.44708)  0.655
C (4.96736, -0.63574, -0.54048)  -1.415
C (5.23567, 0.91627, -0.34701)  0.134
C (5.09213, 1.28668, 1.19157)  -0.697
O (4.52645, 2.59704, 1.36322)  -0.405
C (3.44860, 2.54728, 2.31673)  0.045
N (-0.51832, 0.70930, -3.05599)  -0.044
C (-1.10201, 1.95781, -2.48678)  -0.444
P (0.06466, 3.39397, -2.97114)  -0.320
N (1.40718, 3.50157, -1.85218)  -0.369
O (-0.83961, 4.80393, -2.82013)  -0.385
C (-1.42515, 1.93604, -0.94840)  0.831
C (-2.39968, 3.15364, -0.67516)  0.165
O (-3.27774, 3.53237, -1.46254)  -0.695
O (-2.19753, 3.78315, 0.42560)  -0.792
N (-1.84042, 0.62251, -0.33889)  1.331
C (-1.25425, 0.57155, 1.04329)  -1.862
C (0.25073, 0.32252, 1.29960)  2.195
C (0.41599, -0.29125, 2.77021)  -2.224
P (-3.64292, 0.71728, 0.03652)  0.669
O (-3.97039, 1.34965, 1.33710)  -0.780
H (0.65982, -5.89065, 0.96498)  0.396
H (1.59857, -4.78695, -0.12646)  0.220
H (1.10912, -4.16561, 1.49493)  0.249
H (-0.63571, -4.50358, -1.09343)  0.364
H (-1.41484, -4.58420, 0.52423)  0.462
H (0.59924, -2.26368, -0.15636)  -0.932
H (-0.43248, -2.49560, 1.28266)  0.493
H (-2.16620, -2.75606, -1.07920)  0.542
H (-2.39238, -1.82762, 0.40045)  0.282
H (-3.12776, 0.21545, -2.68328)  0.807
H (-3.61292, -1.36244, -1.79699)  0.324
H (-1.87276, -2.54908, -3.17359)  0.080
H (-1.81056, -1.07892, -4.24894)  0.301
H (0.58371, 0.20996, -1.37578)  -0.304
H (0.28264, -2.51110, -2.41164)  0.113
H (0.28476, -1.39733, -3.79970)  0.577
H (2.50948, -1.51757, -3.66412)  0.547
H (2.29438, -0.08206, -2.61792)  0.466
H (2.36223, -2.84319, -1.11504)  -0.452
H (3.82598, -2.36975, -2.02290)  0.645
H (2.90579, 0.07824, -0.56272)  -0.317
H (3.21268, -1.29496, 0.59244)  0.201
H (5.41445, -1.02905, -1.48402)  0.417
H (5.52767, -1.12712, 0.30349)  0.266
H (4.48428, 1.54253, -0.88746)  -0.006
H (6.26158, 1.18864, -0.72460)  0.433
H (6.08623, 1.29077, 1.71043)  0.286
H (4.47830, 0.47416, 1.65700)  0.405
H (3.80558, 2.19734, 3.32347)  0.326
H (2.72441, 1.77478, 1.95210)  -0.318
H (2.94959, 3.53510, 2.42717)  0.363
H (0.41973, 0.96002, -3.40384)  0.641
H (-2.03708, 2.15956, -3.08307)  0.526
H (1.84022, 2.57569, -1.81395)  0.111
H (1.05886, 3.80935, -0.93622)  0.356
H (-0.36822, 5.54200, -3.24046)  0.356
H (-0.46972, 2.27293, -0.46095)  -0.524
H (-1.86634, -0.12036, 1.68262)  0.764
H (-1.45015, 1.59216, 1.48758)  0.693
H (0.78952, 1.30805, 1.35371)  0.235
H (0.84079, -0.32715, 0.62754)  -1.764
H (1.28794, -1.00347, 2.75041)  0.331
H (-0.46577, -0.89811, 3.08624)  0.489
H (0.62567, 0.53268, 3.49878)  0.729
H (-4.33914, 1.26286, -1.08753)  0.146
H (-4.16470, -0.61647, 0.14971)  0.008
C (4.84901, 5.90922, -2.17430)  -0.840
C (6.08624, 5.46932, -1.41804)  -0.476
O (6.29595, 4.05792, -1.54054)  -0.364
C (6.90889, 3.46951, -2.57986)  0.920
C (7.19256, 4.27054, -3.82432)  -1.197
O (7.16304, 2.29297, -2.52885)  -0.573
H (4.93779, 5.71286, -3.24404)  0.261
H (4.67260, 6.97697, -2.03361)  0.384
H (3.97423, 5.35760, -1.82339)  0.177
H (6.98026, 6.02204, -1.71524)  0.357
H (5.94407, 5.66135, -0.35409)  0.366
H (6.39938, 4.09097, -4.55008)  0.272
H (8.14383, 3.93703, -4.23845)  0.336
H (7.28902, 5.33979, -3.65069)  0.357
C (-9.27476, -4.94478, -1.40939)  -0.919
C (-8.90026, -3.92224, -0.35591)  -0.357
O (-7.79060, -4.36866, 0.43295)  -0.393
C (-6.50364, -4.23886, 0.06610)  0.626
C (-6.17484, -3.83313, -1.34745)  0.144
O (-5.62865, -4.51028, 0.84781)  -0.578
H (-8.45935, -5.11718, -2.11340)  0.270
H (-10.15028, -4.61471, -1.97078)  0.346
H (-9.49714, -5.90587, -0.94190)  0.300
H (-8.70312, -2.93528, -0.77956)  0.349
H (-9.73277, -3.79957, 0.33761)  0.310
H (-5.95947, -4.72650, -1.93304)  0.286
H (-5.29295, -3.19540, -1.32446)  -0.651
H (-6.95731, -3.25866, -1.83836)  0.297
C (-1.75705, 0.07390, 8.13777)  -0.994
C (-0.66254, -0.70773, 7.44050)  -0.438
O (-0.20549, -0.02850, 6.26393)  -0.364
C (0.70887, 0.95567, 6.26749)  0.918
C (1.12114, 1.57806, 7.57548)  -1.300
O (1.13868, 1.37342, 5.22176)  -0.626
H (-1.40488, 1.04964, 8.47518)  0.277
H (-2.12946, -0.47603, 9.00348)  0.365
H (-2.58674, 0.25717, 7.45257)  0.314
H (0.17362, -0.94259, 8.10233)  0.365
H (-1.06428, -1.66271, 7.10008)  0.336
H (0.54672, 2.49148, 7.72970)  0.287
H (2.18162, 1.82285, 7.52065)  0.330
H (0.99914, 0.92393, 8.43564)  0.382